[1]
Molecular formula: C3H5NO2
Method: DFT, ωB97M-V/def2-TZVPD

Last column: natural (NBO) charge in e.
Positions of all 11 atoms, in Å:
C 0.455078 1.545502 0.780120  -0.695
C 0.139862 0.255647 0.074825  0.588
O 0.742682 0.157204 -1.121278  -0.699
N -0.604928 -0.696046 0.473327  -0.753
C -0.551979 -2.397286 -1.581950  0.503
O -1.214876 -3.289584 -1.366533  -0.483
H 0.124830 2.394471 0.173499  0.238
H 1.535311 1.643793 0.924748  0.238
H -0.040865 1.585246 1.752951  0.219
H -1.020992 -0.507737 1.378553  0.350
H 0.435877 -0.691211 -1.488262  0.494

Atoms 1-2, force components in eV/Å:
C 0.0 0.0 0.1
C -0.2 0.0 0.3

As for the HOMO-LUMO gap: 11.213 eV. The highest occupied orbital energy is -10.224 eV. Its energy relative to the best compared isomer or geometry (same formula, charge and spin) is 18.8 kcal/mol.



[2]
Molecular formula: C3H5NO2
Method: DFT, ωB97M-V/def2-TZVPD

Last column: natural (NBO) charge in e.
Positions of all 11 atoms, in Å:
N -2.689017 -0.845435 -0.878809  -0.302
C -1.720090 -0.478658 -0.365782  0.246
C -0.527852 0.217858 0.171303  -0.018
O -0.444043 1.429540 -0.548125  -0.692
C 0.775026 -0.549969 -0.051208  -0.070
O 1.702410 -0.055657 0.890812  -0.715
H -0.648409 0.344077 1.257232  0.224
H -0.750491 2.183271 -0.042929  0.487
H 1.084461 -0.336489 -1.081804  0.188
H 0.625451 -1.634002 0.058659  0.175
H 2.592557 -0.274534 0.590649  0.479

Atoms 1-2, force components in eV/Å:
N 0.9 0.1 0.6
C -0.9 -0.3 -0.5

As for the HOMO-LUMO gap: 11.739 eV. The highest occupied orbital energy is -11.129 eV. Its energy relative to the best compared isomer or geometry (same formula, charge and spin) is 38.6 kcal/mol.



[3]
Molecular formula: C3H5NO2
Method: DFT, ωB97M-V/def2-TZVPD

Last column: natural (NBO) charge in e.
Positions of all 11 atoms, in Å:
O 2.625990 0.262665 0.965398  -0.498
C 1.610519 -0.301184 0.821604  0.874
N 0.623484 -1.007711 0.713124  -0.582
C -0.726868 -0.552746 0.427918  -0.245
C -0.704487 0.685513 -0.501310  -0.081
O 0.493010 0.744430 -1.243604  -0.701
H -1.278958 -1.385613 -0.019658  0.203
H -1.221798 -0.311724 1.374387  0.209
H -0.749461 1.604445 0.092460  0.179
H -1.574058 0.678264 -1.171307  0.172
H 0.735454 -0.169454 -1.447808  0.469

Atoms 1-2, force components in eV/Å:
O -0.6 -0.5 -0.1
C 0.3 -0.1 0.2

As for the HOMO-LUMO gap: 11.152 eV. The highest occupied orbital energy is -10.432 eV. Its energy relative to the best compared isomer or geometry (same formula, charge and spin) is 26.3 kcal/mol.



[4]
Molecular formula: C3H5NO2
Method: DFT, ωB97M-V/def2-TZVPD

Last column: natural (NBO) charge in e.
Positions of all 11 atoms, in Å:
C -0.855710 2.030940 0.038486  0.058
N -0.511598 2.578358 0.995371  -0.335
H -1.130759 1.453627 -0.831059  0.262
C 0.525525 -0.707941 -1.546567  0.303
O -0.644932 -0.410293 -1.644885  -0.561
H 1.295837 0.025742 -1.248540  0.124
H 0.884562 -1.727594 -1.760969  0.132
C 0.100746 -0.808811 1.507770  0.290
O 1.079717 -1.273981 0.974200  -0.522
H 0.161819 -0.255864 2.460282  0.130
H -0.905208 -0.904183 1.055911  0.120

Atoms 1-2, force components in eV/Å:
C 0.3 0.5 0.9
N -0.4 -0.5 -0.9

As for the HOMO-LUMO gap: 11.052 eV. The highest occupied orbital energy is -10.641 eV. Its energy relative to the best compared isomer or geometry (same formula, charge and spin) is 68.9 kcal/mol.



[5]
Molecular formula: C3H5NO2
Method: DFT, ωB97M-V/def2-TZVPD

Last column: natural (NBO) charge in e.
Positions of all 11 atoms, in Å:
O 1.927262 -1.079796 -0.494022  -0.577
N 1.312402 -0.219599 0.453039  -0.325
C -0.015716 0.008001 0.054826  -0.004
C -1.091018 0.940909 0.551377  -0.080
O -1.953760 0.413704 -0.496698  -0.504
C -0.876788 -0.388005 -0.879844  0.078
H 2.761982 -0.631024 -0.683184  0.472
H -0.908166 2.007253 0.394016  0.197
H -1.518085 0.760017 1.542674  0.190
H 1.319635 -0.751818 1.321008  0.349
H -0.927498 -1.036279 -1.745744  0.204

Atoms 1-2, force components in eV/Å:
O 0.3 0.0 -0.1
N -0.2 0.0 0.1

As for the HOMO-LUMO gap: 9.139 eV. The highest occupied orbital energy is -8.200 eV. Its energy relative to the best compared isomer or geometry (same formula, charge and spin) is 103.8 kcal/mol.



[6]
Molecular formula: C3H5NO2
Method: DFT, ωB97M-V/def2-TZVPD

Last column: natural (NBO) charge in e.
Positions of all 11 atoms, in Å:
C -1.624476 1.670652 0.223458  -0.204
N -0.709629 0.814941 -0.045083  0.018
O 0.363104 1.150940 -0.611814  -0.528
C -0.554089 -0.660311 0.386604  0.723
C -0.822646 -1.435541 -0.856818  -0.734
O -0.226668 -0.830349 1.528752  -0.470
H -1.436347 2.745321 0.222963  0.224
H -2.539875 1.233056 0.725301  0.187
H -1.018830 -2.535792 -0.505988  0.246
H 0.113334 -1.442753 -1.435112  0.287
H -1.704983 -0.868044 -1.198723  0.251

Atoms 1-2, force components in eV/Å:
C -2.4 -1.1 2.0
N 0.9 1.2 0.3

As for the HOMO-LUMO gap: 9.813 eV. The highest occupied orbital energy is -9.105 eV. Its energy relative to the best compared isomer or geometry (same formula, charge and spin) is 92.0 kcal/mol.



[7]
Molecular formula: C3H5NO2
Method: DFT, ωB97M-V/def2-TZVPD

Last column: natural (NBO) charge in e.
Positions of all 11 atoms, in Å:
O 2.080488 -0.852633 -0.299917  -0.581
N 1.520201 0.311351 0.258536  -0.123
C 0.265463 0.198061 0.199918  0.185
C -0.911780 1.041977 0.597490  -0.100
O -1.790037 0.072072 -0.001926  -0.525
C -0.698532 -0.770455 -0.421522  -0.125
H 2.956760 -0.566055 -0.589713  0.477
H -0.956641 2.010389 0.091306  0.194
H -1.100681 1.172868 1.669276  0.198
H -0.752180 -1.775967 0.011078  0.202
H -0.613062 -0.841605 -1.514531  0.199

Atoms 1-2, force components in eV/Å:
O 0.3 0.1 -0.3
N -0.5 -0.1 0.0

As for the HOMO-LUMO gap: 10.684 eV. The highest occupied orbital energy is -9.765 eV. Its energy relative to the best compared isomer or geometry (same formula, charge and spin) is 85.7 kcal/mol.



[8]
Molecular formula: C3H5NO2
Method: DFT, ωB97M-V/def2-TZVPD

Last column: natural (NBO) charge in e.
Positions of all 11 atoms, in Å:
C -1.521440 0.054857 1.629675  0.084
N -0.940623 -0.775656 2.182460  -0.349
H -2.008856 0.832599 1.074488  0.259
C 0.488232 1.501362 -0.676577  0.292
O -0.719825 1.552836 -0.708639  -0.546
H 1.046026 1.354831 0.267487  0.123
H 1.099807 1.583864 -1.591224  0.131
C 0.634504 -1.537440 -0.542108  0.280
O 1.672055 -1.074563 -0.952668  -0.522
H 0.551978 -2.012545 0.449825  0.137
H -0.301859 -1.480144 -1.132718  0.112

Atoms 1-2, force components in eV/Å:
C 0.5 -0.7 0.5
N -0.6 0.8 -0.5

As for the HOMO-LUMO gap: 10.945 eV. The highest occupied orbital energy is -10.345 eV. Its energy relative to the best compared isomer or geometry (same formula, charge and spin) is 70.7 kcal/mol.



[9]
Molecular formula: C3H5NO2
Method: DFT, ωB97M-V/def2-TZVPD

Last column: natural (NBO) charge in e.
Positions of all 11 atoms, in Å:
N 0.629405 0.424434 1.527134  -0.818
C 1.009311 0.462880 0.216628  0.642
O 2.029318 0.987446 -0.178352  -0.586
C 0.117150 -0.121453 -0.847740  -0.036
C -1.173552 -0.776104 -0.695671  -0.114
O -1.068951 0.617124 -1.051559  -0.467
H -0.322714 0.226565 1.769546  0.392
H 1.181612 0.955934 2.190139  0.407
H 0.679984 -0.302726 -1.755524  0.207
H -1.494955 -1.488835 -1.461526  0.196
H -1.586610 -0.985264 0.286925  0.177

Atoms 1-2, force components in eV/Å:
N 0.2 0.0 -0.2
C 0.2 0.2 -0.1

As for the HOMO-LUMO gap: 10.875 eV. The highest occupied orbital energy is -10.048 eV. Its energy relative to the best compared isomer or geometry (same formula, charge and spin) is 36.6 kcal/mol.



[10]
Molecular formula: C3H5NO2
Method: DFT, ωB97M-V/def2-TZVPD

Last column: natural (NBO) charge in e.
Positions of all 11 atoms, in Å:
O 0.451930 1.851155 0.146361  -0.496
C 0.528214 0.713409 -0.183886  0.546
C 0.715969 -0.239450 -1.351300  -0.023
N 1.096338 -1.213467 -0.605536  -0.296
C 0.914181 -0.611705 0.704048  -0.370
H 0.844403 -0.177900 -2.394677  0.210
H 1.872545 -0.493986 1.200685  0.210
H 0.182949 -1.111836 1.377703  0.211
O -2.227734 0.546526 -0.013439  -0.940
H -1.548053 0.805635 0.649083  0.474
H -2.830738 -0.068381 0.470953  0.473

Atoms 1-2, force components in eV/Å:
O -0.2 0.1 -0.9
C 0.5 -0.8 2.1

As for the HOMO-LUMO gap: 10.239 eV. The highest occupied orbital energy is -10.172 eV. Its energy relative to the best compared isomer or geometry (same formula, charge and spin) is 67.5 kcal/mol.